# C64H102O32

A 16-piece molecular cluster, C64H102O32 overall (ωB97M-V with the def2-TZVPD basis set, the Open Molecules 2025 dataset).

Results
Gap between HOMO and LUMO: 10.0 eV

```
! RIJCOSX wB97M-V def2-TZVPD def2/J DEFGRID3
* xyz 0 1
O -1.778 -6.569 5.720
C -1.137 -7.460 6.271
O -1.242 -7.682 7.608
C -2.308 -7.009 8.266
C -3.727 -7.538 8.061
C -0.067 -8.337 5.589
H -2.407 -5.965 7.971
H -2.075 -7.061 9.329
H -4.500 -6.910 8.503
H -3.782 -8.532 8.503
H -4.053 -7.649 7.027
H 0.834 -8.390 6.200
H 0.166 -7.895 4.620
H -0.502 -9.331 5.479
O -7.496 7.239 6.854
C -7.588 8.341 6.337
O -6.546 9.020 5.701
C -5.265 8.495 5.420
C -5.325 7.323 4.459
C -8.882 9.173 6.440
H -4.842 8.256 6.396
H -4.680 9.325 5.024
H -4.360 7.152 3.983
H -6.022 7.478 3.636
H -5.705 6.426 4.948
H -8.971 9.612 7.434
H -9.768 8.572 6.233
H -8.719 9.995 5.743
O -7.196 -2.647 0.892
C -7.799 -2.455 1.979
O -8.309 -1.270 2.374
C -7.933 -0.056 1.758
C -8.628 1.111 2.384
C -8.042 -3.537 3.063
H -8.126 -0.112 0.687
H -6.846 -0.030 1.822
H -8.537 1.215 3.465
H -9.676 0.968 2.122
H -8.333 2.043 1.903
H -8.134 -3.100 4.057
H -7.572 -4.518 2.998
H -9.078 -3.835 2.905
O 2.666 -4.409 -8.133
C 3.562 -5.239 -8.195
O 3.380 -6.552 -8.011
C 4.615 -7.244 -8.315
C 5.518 -6.226 -8.970
C 5.015 -4.925 -8.340
H 4.348 -8.151 -8.858
H 5.101 -7.623 -7.416
H 5.389 -6.272 -10.051
H 6.591 -6.329 -8.808
H 5.100 -4.070 -9.010
H 5.400 -4.718 -7.342
O 5.413 -7.148 -2.109
C 6.468 -7.546 -1.523
O 6.455 -8.028 -0.255
C 7.694 -8.658 0.083
C 8.694 -7.941 -0.841
C 7.908 -7.575 -2.108
H 7.585 -9.738 -0.019
H 7.979 -8.511 1.125
H 9.532 -8.618 -1.006
H 9.046 -7.065 -0.295
H 7.836 -8.322 -2.898
H 8.186 -6.675 -2.658
O 8.620 -2.627 4.943
C 7.452 -2.997 5.069
O 6.951 -3.275 6.292
C 5.581 -3.556 6.244
C 5.415 -4.039 4.761
C 6.430 -3.153 4.025
H 5.126 -2.579 6.408
H 5.350 -4.250 7.053
H 4.375 -3.865 4.487
H 5.617 -5.110 4.734
H 5.874 -2.226 3.883
H 6.905 -3.628 3.167
O 0.719 9.595 0.275
C 0.654 9.027 -0.795
O 0.620 9.764 -1.915
C 0.749 9.012 -3.061
C 1.392 7.721 -2.569
C 0.906 7.559 -1.159
H 1.523 9.449 -3.693
H -0.193 8.809 -3.570
H 2.478 7.778 -2.643
H 1.071 6.830 -3.109
H 1.627 7.046 -0.522
H -0.004 6.960 -1.184
O -1.199 0.973 -0.546
C -0.428 0.050 -0.746
O -0.037 -0.260 -2.029
C 0.775 -1.455 -2.028
C 1.288 -1.538 -0.585
C 0.246 -0.789 0.276
H 1.652 -1.487 -2.675
H 0.205 -2.371 -2.185
H 2.299 -1.135 -0.521
H 1.321 -2.608 -0.377
H 0.634 -0.218 1.119
H -0.507 -1.461 0.690
O -3.521 -11.858 -1.549
C -2.949 -10.776 -1.633
O -1.859 -10.633 -2.417
C -1.175 -9.427 -2.230
C -2.255 -8.519 -1.662
C -3.073 -9.520 -0.834
H -0.754 -9.143 -3.195
H -0.380 -9.589 -1.502
H -2.815 -8.075 -2.485
H -1.779 -7.681 -1.152
H -4.068 -9.141 -0.600
H -2.642 -9.656 0.158
O 6.273 3.570 2.121
C 7.322 4.139 2.115
O 7.464 5.348 1.496
C 8.852 5.675 1.462
C 9.450 4.943 2.664
C 8.656 3.696 2.741
H 9.000 6.731 1.687
H 9.202 5.400 0.467
H 9.421 5.530 3.582
H 10.535 4.907 2.563
H 8.524 3.332 3.760
H 9.007 2.878 2.112
O -6.973 -0.947 -7.239
C -6.242 -1.894 -7.514
O -6.065 -2.429 -8.780
C -5.054 -3.446 -8.832
C -4.971 -3.773 -7.362
C -5.364 -2.567 -6.572
H -4.115 -3.150 -9.299
H -5.435 -4.286 -9.413
H -3.980 -4.147 -7.107
H -5.667 -4.576 -7.116
H -4.574 -1.861 -6.316
H -5.882 -2.811 -5.644
O 7.976 0.404 -2.954
C 7.815 0.871 -4.066
O 8.793 0.859 -5.026
C 8.393 1.549 -6.253
C 7.351 2.504 -5.716
C 6.678 1.721 -4.589
H 7.875 0.915 -6.973
H 9.181 2.028 -6.834
H 6.657 2.849 -6.482
H 7.802 3.364 -5.221
H 5.875 1.166 -5.074
H 6.235 2.358 -3.824
O 0.382 7.844 8.921
C 1.066 7.235 8.109
O 0.650 6.062 7.509
C 1.513 5.622 6.427
C 2.684 6.633 6.381
C 2.447 7.678 7.479
H 0.854 5.636 5.559
H 1.919 4.624 6.592
H 2.688 7.011 5.359
H 3.637 6.152 6.598
H 2.346 8.713 7.154
H 3.239 7.620 8.225
O -1.088 -0.540 7.677
C -2.261 -0.311 7.963
O -2.758 -0.390 9.216
C -4.139 -0.180 9.298
C -4.465 0.594 8.008
C -3.360 0.120 6.984
H -4.375 0.298 10.248
H -4.533 -1.191 9.189
H -4.441 1.665 8.208
H -5.504 0.348 7.787
H -2.961 0.874 6.306
H -3.545 -0.782 6.400
O -9.172 4.944 -3.103
C -8.249 5.670 -3.421
O -8.451 6.993 -3.510
C -7.379 7.636 -4.023
C -6.185 6.700 -3.761
C -6.840 5.325 -3.808
H -7.165 8.553 -3.475
H -7.413 7.891 -5.083
H -5.763 6.740 -2.756
H -5.333 6.814 -4.431
H -6.455 4.587 -3.105
H -6.816 4.817 -4.772
O 1.908 2.330 -10.182
C 0.877 2.988 -9.849
O 1.011 4.223 -9.417
C -0.240 4.856 -9.166
C -1.197 3.631 -9.004
C -0.588 2.567 -9.942
H -0.507 5.514 -9.993
H -0.211 5.419 -8.233
H -2.237 3.944 -9.099
H -1.053 3.329 -7.966
H -0.625 2.627 -11.030
H -0.669 1.517 -9.661
*
```